Density functional theory data (the ωB97M-V functional and the def2-TZVPD basis) for C10H17AlBr2F3O3S as an isolated structure.

Values from the calculation:
E_tot: -182450.00168 eV
relative energy (zero: lowest compared OMol25 entry of this formula, charge and spin): 573.1 kJ/mol
LUMO: 1.43 eV
total charge: -1
orbital gap: 6.54 eV

```
37
Properties=species:S:1:pos:R:3:forces:R:3:lowdin_charge:R:1
C -2.9239 5.5323 -1.8061 0.8519 -0.2794 1.7140 -0.188
C -2.7861 4.0201 -1.1132 1.6980 -1.5792 -4.5365 -0.692
Br -3.4268 3.9251 0.8211 0.7669 -0.0161 -2.2060 0.567
C -2.2363 2.8320 -1.8427 -2.1135 3.7552 3.3449 -0.666
Br -1.6119 2.9271 -3.7801 -0.6433 0.5387 1.6395 0.442
Al -2.0157 0.9729 -0.9481 0.7762 -0.3606 -0.3613 0.142
C -0.2202 1.0277 0.0529 0.9907 0.6044 0.3924 -0.308
C -0.1888 2.0534 1.3433 1.3356 -1.3767 0.1766 -0.217
C -0.8402 1.3965 2.6971 -1.5695 -0.5317 -0.5193 -0.062
F 0.1105 0.7188 3.6468 -1.9429 3.0182 -1.3455 -0.095
C -2.2760 1.3977 3.0864 1.1272 -0.2655 -0.2171 -0.070
F -2.7925 2.3773 4.0859 1.0223 -4.0569 -1.9492 -0.059
F -3.2537 0.3985 2.5452 2.5368 4.4516 1.5162 -0.058
H -2.0864 6.1889 -1.2652 -1.8826 -1.2312 -1.1355 0.079
H -2.6626 5.5428 -2.9469 -0.7745 -0.3764 2.2633 0.042
H -3.9674 5.9940 -1.5365 2.0078 -0.9128 -0.7400 0.063
H -3.2555 0.5292 -0.0719 -0.2850 0.2251 0.2332 -0.105
H -1.8380 -0.1185 -2.1189 0.0262 0.0272 -0.2040 -0.106
H 0.5771 1.4571 -0.7223 -1.4375 -1.0353 1.6376 0.071
H 0.1096 -0.0353 0.4142 -0.3498 1.9913 -0.6986 0.043
H -0.6121 3.1064 1.0500 0.3288 -2.1852 0.9852 0.074
H 0.9673 2.2278 1.5846 -2.4848 -0.4312 0.0373 0.118
O 0.8321 -4.4845 -1.2557 0.6724 0.7790 0.3915 -0.290
S 1.3390 -3.4956 -0.3281 -0.2522 0.3807 0.1727 0.618
O 1.5353 -2.1150 -0.7079 -0.0564 -1.3693 -0.0299 -0.283
O 2.7107 -4.0567 0.3445 -0.8285 0.0850 0.1437 -0.272
C 3.7934 -4.4104 -0.5129 0.6864 -0.0144 -0.6502 -0.279
C 4.4604 -3.1823 -1.1064 -0.1143 0.3069 -0.1899 -0.082
C 0.3291 -3.5230 1.1320 0.1709 -0.1192 0.1295 -0.118
H 3.4543 -5.0959 -1.2976 -0.1384 0.1133 0.1104 0.114
H 4.5268 -4.9540 0.0937 -0.4134 0.0712 0.1700 0.119
H 3.7758 -2.6399 -1.7639 0.0906 -0.0852 0.0947 0.070
H 5.3374 -3.4600 -1.6967 -0.0255 -0.0907 0.1193 0.076
H 4.7653 -2.4901 -0.3153 -0.0017 -0.1390 -0.0851 0.086
H 0.1946 -4.5557 1.4591 0.0850 0.1373 -0.1018 0.070
H -0.6361 -3.0837 0.8722 0.1827 0.0160 -0.1401 0.082
H 0.8113 -2.9249 1.9074 -0.0425 -0.0449 -0.1619 0.076
```
Positions in Å, forces in eV/Å.


Density functional theory data (the ωB97M-V functional and the def2-TZVPD basis) for BrH4N2OP as an isolated structure.

Values from the calculation:
E_tot: -84424.24325 eV
relative energy (zero: lowest compared OMol25 entry of this formula, charge and spin): 114.9 kJ/mol
LUMO: -0.50 eV
orbital gap: 8.80 eV

```
9
Properties=species:S:1:pos:R:3:forces:R:3:lowdin_charge:R:1
N 0.0728 -1.6525 -1.0143 0.4139 0.8876 2.0650 -0.196
N 0.5097 1.0509 -0.3116 -0.7073 -4.1271 1.5682 -0.054
O -0.0870 -0.6538 1.5808 -1.9412 -1.2295 2.8306 -0.247
P -0.1657 -0.5180 0.0419 -1.2360 1.4472 -2.6984 0.460
Br -2.9416 0.1612 -0.0661 2.0309 -0.4679 0.2478 -0.225
H 0.2822 -2.5741 -0.5652 -0.4390 0.9866 -0.5679 0.016
H 0.1378 1.8133 0.2091 -0.5178 0.5042 0.1220 0.043
H 0.5872 1.1380 -1.2882 0.0997 0.5512 -1.3097 0.031
H -0.8719 -1.0887 2.1424 2.2968 1.4476 -2.2576 0.174
```
Positions in Å, forces in eV/Å.


Density functional theory data (the ωB97M-V functional and the def2-TZVPD basis) for a 11-piece molecular cluster, C24H44BCl4N4O28 overall.

Values from the calculation:
E_tot: -139650.72785 eV
relative energy (zero: lowest compared OMol25 entry of this formula, charge and spin): 345.0 kJ/mol
LUMO: 1.17 eV
total charge: -1
orbital gap: 8.42 eV

```
105
Properties=species:S:1:pos:R:3:forces:R:3:lowdin_charge:R:1
O -11.6015 4.8085 7.2709 -2.7688 -2.4234 -1.4639 0.089
C -12.4751 4.0637 6.7792 1.0138 2.4669 2.9753 -0.327
O -13.7050 3.8308 7.3252 1.1749 0.0862 -1.1720 0.196
B -14.4454 2.8782 6.4411 1.1117 0.3539 0.7330 -0.809
O -13.4986 2.6496 5.3001 -0.1778 -0.2133 -0.2510 0.220
C -12.3866 3.3396 5.4578 1.3443 1.1721 -1.4771 -0.393
O -11.4718 3.5632 4.6704 -1.8335 -1.1859 1.1212 0.117
O -15.7731 3.3610 6.0096 0.8619 0.9077 -0.7012 0.227
C -16.7083 2.4763 6.2230 -1.0809 -0.8203 0.9395 -0.367
O -17.8907 2.5340 5.9160 2.3519 -0.1709 0.4975 0.106
C -15.9364 1.3438 7.0618 -3.2147 -2.4992 -0.6722 -0.400
O -14.6869 1.6238 7.2106 0.5115 1.1103 -0.6189 0.239
O -16.4892 0.3017 7.3714 0.6919 1.2287 0.0822 0.104
Cl -12.4644 0.9138 14.5306 0.6326 0.1398 -0.4922 0.483
C -11.0997 0.9149 13.2954 0.1445 0.1145 1.2105 -0.585
C -9.8957 0.2332 13.9866 0.4398 0.1953 -0.9759 -0.635
Cl -8.3928 0.3591 12.9680 -0.2540 -0.1363 -0.4842 0.488
H -10.8056 1.9440 13.0894 -0.3476 -0.0183 0.0445 0.065
H -11.5611 0.4810 12.4083 0.6312 -0.3253 0.1388 0.070
H -10.0154 -0.8345 14.1704 -0.2229 0.3110 0.2209 0.063
H -9.5019 0.7995 14.8306 -1.0288 -0.2769 0.3290 0.051
Cl -26.7674 4.6650 6.2406 0.0428 0.8270 -0.4208 0.466
C -25.7897 6.1013 5.6339 0.0705 -0.2521 1.4025 -0.585
C -25.4152 6.9948 6.8515 -0.2887 0.0747 -0.7184 -0.679
Cl -24.2962 6.1343 7.9122 0.1071 0.0014 0.2544 0.548
H -26.3391 6.6615 4.8774 -0.1117 -0.2552 0.1314 0.069
H -24.9239 5.5815 5.2236 0.0564 0.5815 -0.0791 0.052
H -26.2692 7.3513 7.4274 -0.2587 -0.6883 -0.0006 0.064
H -24.9522 7.9446 6.5838 0.3819 -0.2935 -0.5664 0.065
C -11.1518 8.7200 13.0333 -0.6886 0.8779 -0.6109 0.025
N -11.3707 8.2657 14.4381 -0.1300 0.2413 -0.6537 -0.413
O -10.3866 7.8358 15.0521 -2.2785 0.5421 -0.2755 0.057
O -12.5564 8.4250 14.7819 2.3493 -0.9603 0.8005 0.041
H -11.9644 9.4284 12.8719 0.2955 0.1976 0.0296 0.090
H -11.3723 7.9500 12.2940 0.4684 -0.4556 0.4555 0.104
H -10.1877 9.2062 12.8847 -0.0192 -0.4545 0.2434 0.096
C -19.9226 5.1319 0.4838 0.9523 -1.2388 1.2586 0.019
N -19.3346 6.0619 -0.4904 -0.6947 -0.9703 -2.4319 -0.418
O -19.6727 7.2055 -0.2825 0.9620 0.4025 -0.7453 0.067
O -18.7530 5.5969 -1.5215 -1.2012 1.5176 2.9731 0.031
H -20.9801 4.9323 0.3105 0.2622 0.1354 -0.5984 0.104
H -19.8546 5.5739 1.4778 0.0900 0.2234 -0.2261 0.099
H -19.3116 4.2293 0.4947 -0.3527 -0.0797 -0.2128 0.098
C -3.4986 7.0548 8.1934 0.4126 -2.1639 0.0699 0.035
N -3.4253 8.1857 9.1704 -0.6686 0.8866 -2.1565 -0.469
O -3.0458 9.2466 8.7531 1.3779 0.9214 -1.3964 0.059
O -3.9229 8.1094 10.2384 -0.9270 -1.8124 2.4768 0.088
H -2.6462 6.9108 7.5295 0.1506 1.1217 0.1461 0.093
H -4.4016 7.0405 7.5831 -0.0666 0.7743 0.3395 0.104
H -3.5014 6.1046 8.7275 -0.2918 0.2726 0.5210 0.090
C -24.9283 -2.2116 4.6531 0.6217 -0.1509 0.2986 0.041
N -25.3696 -2.9712 3.4456 -1.7352 0.8597 0.2998 -0.458
O -25.0034 -2.5283 2.3864 0.5991 -0.1754 -0.5472 0.066
O -26.1877 -3.8629 3.5792 0.5459 -0.1923 0.2451 0.056
H -24.6711 -1.2037 4.3274 0.0534 -0.2840 0.0259 0.097
H -24.0500 -2.7536 5.0037 0.0626 0.2441 0.1030 0.101
H -25.6729 -2.1914 5.4488 -0.1387 -0.2941 -0.4253 0.096
C -12.2370 4.4553 -2.4544 -0.5102 -0.6465 0.5371 -0.038
O -11.6063 5.7026 -2.7537 0.0209 -0.3208 0.4805 0.014
C -10.8635 5.7798 -3.8426 -1.3372 -1.0818 -3.2580 -0.559
O -10.7707 4.9061 -4.7333 0.4603 2.1498 2.6213 0.079
O -10.4797 7.0645 -3.9628 -0.9469 -0.3040 1.7007 -0.016
C -9.6955 7.3995 -5.0612 0.8277 -0.7826 -0.5889 -0.065
H -11.5298 3.6260 -2.4388 0.0386 0.1887 -0.0841 0.099
H -13.0948 4.1867 -3.0709 0.3945 0.3667 -0.8156 0.095
H -12.7216 4.5454 -1.4822 0.6051 0.3351 0.2148 0.095
H -10.2527 7.1964 -5.9758 0.2977 -0.0409 -0.1486 0.099
H -8.8343 6.7437 -4.9337 0.4098 0.2609 -0.9618 0.101
H -9.3898 8.4450 -5.0213 -0.2605 -0.1219 0.3080 0.096
C -6.8266 -6.3304 -0.2739 0.2651 1.8146 0.4700 0.005
O -7.9669 -5.6954 0.4434 0.3601 -2.0870 -0.2991 -0.004
C -8.2504 -4.4091 0.6142 1.8482 1.7949 -0.7876 -0.606
O -7.6089 -3.4465 0.2085 -0.5996 -1.4601 0.3885 0.099
O -9.3548 -4.3128 1.3393 0.4347 -1.5416 0.1962 -0.012
C -9.6585 -3.0987 1.9896 -1.3317 0.4691 -0.6459 -0.042
H -5.8930 -6.2576 0.2838 -0.2182 0.4651 0.5370 0.084
H -6.6137 -5.8003 -1.2022 -0.4493 -0.2173 -0.1377 0.090
H -6.9374 -7.4087 -0.3886 -1.0655 0.3426 -0.0824 0.087
H -8.9444 -2.7631 2.7416 0.1607 -0.1981 -0.2880 0.105
H -10.6272 -3.3306 2.4322 0.1892 0.2246 0.3791 0.097
H -9.8669 -2.3616 1.2141 0.4054 0.3987 0.2712 0.098
C -17.2059 10.4899 8.7447 1.7523 0.3298 -0.1902 -0.037
O -17.7791 11.6845 8.1642 0.1584 1.2750 0.1016 -0.027
C -17.0335 12.8401 8.2457 3.2706 -0.3305 1.4061 -0.463
O -15.9978 13.0092 8.9834 -4.5286 -0.6235 -3.1739 0.049
O -17.5242 13.7306 7.3315 -1.1597 -2.2107 0.7604 -0.035
C -16.6717 14.7320 6.8375 0.8933 0.0780 0.4385 -0.057
H -17.0133 10.6077 9.8110 -0.1500 0.0278 -0.1253 0.094
H -16.2624 10.3499 8.2172 0.3964 0.1325 0.3897 0.093
H -17.6836 9.5352 8.5249 -1.1845 0.7601 -0.0711 0.094
H -16.3050 15.1919 7.7551 0.7288 0.6222 -0.6834 0.097
H -17.1648 15.4135 6.1443 -0.7285 -0.0498 0.6393 0.093
H -15.9286 14.2677 6.1892 0.5563 -0.0218 0.5082 0.099
C -22.2066 0.2655 12.4970 -1.4766 0.6146 -0.1013 -0.036
O -21.5812 -0.5652 13.4877 -0.1052 0.5072 -1.5487 0.028
C -20.7324 0.0305 14.2969 0.2267 2.7941 2.8687 -0.587
O -20.5612 1.2331 14.5166 -0.3589 -2.0969 -1.2137 0.105
O -20.2146 -0.9114 15.0676 -0.3778 -2.5693 -2.1528 0.001
C -19.7075 -0.7625 16.3192 0.3373 2.0524 2.3186 -0.087
H -22.5758 1.2191 12.8743 0.7123 0.1339 0.5501 0.091
H -23.1616 -0.1919 12.2384 0.3698 -0.6780 -0.1439 0.090
H -21.6502 0.4788 11.5843 0.4882 -0.4510 0.3232 0.102
H -18.7604 -0.2232 16.3361 0.1884 -0.1895 -0.1283 0.100
H -19.6386 -1.6763 16.9095 0.1013 -0.4271 -0.8731 0.096
H -20.3912 -0.1506 16.9076 -0.1008 0.3143 0.1006 0.097
```
Positions in Å, forces in eV/Å.